Below is a cluster of 2 separate species, C3H8NO in total, with properties calculated with ωB97M-V/def2-TZVPD.

Geometry as XYZ:
```
13
Properties=species:S:1:pos:R:3:forces:R:3
C 0.4059 0.3863 1.1998 0.831 -2.572 -0.499
C 0.9291 0.1518 -0.1635 -0.415 -1.597 3.165
C -0.3122 1.5908 1.4123 -1.074 0.254 3.617
N -0.0469 -0.6242 -0.0766 -0.259 1.499 0.275
O -0.2071 -2.0089 -2.2197 -1.801 -2.632 -0.375
H 0.6534 -0.1881 2.1640 -0.009 0.392 -2.134
H 1.7823 0.4152 -0.6858 1.168 0.524 -1.814
H -0.3862 2.2744 0.6435 0.334 1.528 -1.603
H 0.1263 1.9750 2.3859 -0.486 0.230 -1.249
H -1.3247 1.3279 1.6873 -0.497 0.045 0.272
H -0.2221 -1.4030 -2.9404 0.164 0.935 -1.115
H -0.6205 -1.1237 -0.8122 0.638 -0.216 0.347
H -0.7774 -2.7737 -2.5949 1.405 1.610 1.112
```
Forces are in eV/Å.

Values from the calculation:
Total charge: +1
ΔE to the lowest compared entry with this formula, charge and spin: 66.1 kcal per mole
Calculated total energy: -6768.3016 eV
Lowest unoccupied orbital energy: -4.54 eV

---

Below is a cluster of 2 separate species, C3H8NO in total, with properties calculated with ωB97M-V/def2-TZVPD.

Geometry as XYZ:
```
13
Properties=species:S:1:pos:R:3:forces:R:3
C -1.2705 0.3503 0.1536 0.063 -1.958 1.710
C -1.8958 0.9692 1.1726 0.179 -0.657 1.031
C 0.2869 -1.6165 -0.3088 0.279 0.129 2.072
N -0.2817 -0.7574 0.4929 0.907 1.107 -1.352
H -1.7093 0.0895 -0.7887 -0.145 0.410 -0.390
H -1.4748 1.0840 2.2059 0.027 -0.487 -1.165
H -2.9756 1.2152 1.2225 0.950 0.588 -1.073
H 0.6449 -2.5918 0.0974 0.064 1.175 0.081
H 0.6172 -1.3696 -1.2777 -1.031 0.189 -1.709
H 0.1580 -0.7771 1.4082 -1.212 -0.359 0.784
H 2.4156 1.7877 -1.2294 0.958 4.840 -0.770
H 2.9597 0.3918 -1.8195 -1.770 2.283 1.932
O 2.3266 0.9067 -1.1718 0.730 -7.261 -1.153
```
Forces are in eV/Å.

Values from the calculation:
Total charge: +1
ΔE to the lowest compared entry with this formula, charge and spin: 65.1 kcal per mole
Calculated total energy: -6768.3474 eV
Lowest unoccupied orbital energy: -5.85 eV

---

Below is a cluster of 2 separate species, C3H8NO in total, with properties calculated with ωB97M-V/def2-TZVPD.

Geometry as XYZ:
```
13
Properties=species:S:1:pos:R:3:forces:R:3
C -1.1594 -0.2166 -2.2789 -0.226 2.905 2.463
N -1.1240 0.9397 -1.6483 -0.877 -2.499 -0.661
H -1.5434 -1.0043 -1.7068 -0.156 -1.348 0.736
H -0.8608 -0.4192 -3.2845 0.115 0.631 -0.629
H -0.9145 1.7335 -2.2452 0.328 0.470 0.733
H -1.3105 1.0147 -0.5619 0.528 -0.046 -3.138
O 0.6800 0.4972 -0.0278 0.204 -0.178 0.847
C 1.0248 0.4482 1.1426 -0.806 -3.966 -1.196
C 0.9863 -0.8082 1.9968 0.387 0.097 0.704
H 1.3228 1.2866 1.6263 1.126 3.011 1.569
H 1.9102 -1.1969 2.4569 0.393 0.636 -0.819
H 0.5010 -1.6718 1.5973 -0.374 -0.286 -0.856
H 0.4875 -0.6027 2.9336 -0.641 0.575 0.248
```
Forces are in eV/Å.

Values from the calculation:
Total charge: +1
ΔE to the lowest compared entry with this formula, charge and spin: 34.2 kcal per mole
Calculated total energy: -6769.6873 eV
Lowest unoccupied orbital energy: -5.37 eV

---

Below is a cluster of 2 separate species, C3H8NO in total, with properties calculated with ωB97M-V/def2-TZVPD.

Geometry as XYZ:
```
13
Properties=species:S:1:pos:R:3:forces:R:3
O 0.0436 0.1206 0.5912 -1.676 -0.251 2.294
C -0.4797 0.5034 1.6866 3.958 2.026 -1.342
C -1.6966 0.1068 2.2107 -2.185 -0.914 0.483
N 1.5875 -0.2492 -1.5781 -2.811 -0.191 0.536
C 0.3446 -0.4360 -2.3446 1.083 -2.829 0.570
H 0.1332 1.2687 2.2923 -0.950 -1.142 -0.696
H -2.3422 -0.6615 1.7372 0.547 0.541 0.202
H -2.0462 0.5561 3.1660 0.335 -0.415 -0.725
H 1.4222 -0.0198 -0.5951 0.508 -0.028 -0.753
H 2.3183 0.2063 -2.0425 1.411 0.575 -0.595
H 0.5106 -0.9713 -3.3142 0.153 0.673 0.799
H -0.2955 -1.1115 -1.7276 0.267 0.647 -0.498
H -0.1717 0.4677 -2.5154 -0.638 1.309 -0.276
```
Forces are in eV/Å.

Values from the calculation:
Total charge: +1
ΔE to the lowest compared entry with this formula, charge and spin: 128.3 kcal per mole
Calculated total energy: -6765.6074 eV
Lowest unoccupied orbital energy: -9.57 eV